--- P ---
This record from OMol25 describes 15 unconnected molecules or ions with the total composition C4H28BO22. The level of theory is wB97M-V/def2-TZVPD.

```
55
Properties=species:S:1:pos:R:3:nbo_charge:R:1
O -7.07 33.63 -29.66 -0.5491
C -7.72 34.38 -30.40 0.6838
O -7.25 35.33 -31.28 -0.6647
B -8.37 35.93 -31.96 1.1424
O -9.64 35.41 -31.34 -0.6426
C -9.28 34.51 -30.42 0.6722
O -10.07 33.85 -29.76 -0.5664
O -8.34 35.61 -33.39 -0.6365
C -8.55 36.71 -34.03 0.6640
O -8.67 36.79 -35.24 -0.5725
C -8.52 37.87 -33.09 0.6619
O -8.33 37.43 -31.89 -0.6209
O -8.74 39.03 -33.33 -0.5725
O -2.72 32.49 -26.48 -0.9393
H -3.52 32.33 -26.97 0.4737
H -2.11 32.86 -27.11 0.4656
O -9.57 32.89 -23.19 -0.9317
H -10.28 32.95 -23.82 0.4696
H -9.93 32.37 -22.47 0.4622
O -14.19 37.71 -35.34 -0.9409
H -13.63 37.21 -35.94 0.4717
H -14.22 38.59 -35.72 0.4695
O -11.38 41.46 -37.98 -0.9423
H -10.98 40.96 -38.70 0.4675
H -10.77 41.36 -37.25 0.4748
O -3.51 35.58 -37.05 -0.9434
H -3.69 35.08 -36.25 0.4765
H -2.85 36.22 -36.79 0.4670
O -12.44 27.67 -29.33 -0.9372
H -12.00 27.42 -30.15 0.4665
H -11.80 28.20 -28.86 0.4707
O -4.73 42.59 -34.14 -0.9352
H -4.59 43.50 -33.87 0.4620
H -5.68 42.47 -34.09 0.4733
O -12.42 38.02 -26.95 -0.9421
H -12.88 38.04 -27.79 0.4754
H -12.51 37.12 -26.65 0.4666
O -14.83 33.96 -30.00 -0.9459
H -14.49 34.81 -30.26 0.4733
H -14.09 33.36 -30.11 0.4725
O -4.83 37.75 -27.11 -0.9391
H -4.37 38.32 -27.73 0.4646
H -5.23 37.07 -27.66 0.4747
O -12.96 42.75 -31.73 -0.9341
H -12.44 43.39 -32.20 0.4677
H -13.07 43.12 -30.85 0.4667
O -4.58 32.40 -34.07 -0.9410
H -5.43 32.82 -33.99 0.4768
H -4.73 31.62 -34.60 0.4644
O -13.92 38.25 -31.02 -0.9509
H -13.98 37.80 -31.87 0.4762
H -13.74 39.16 -31.24 0.4745
O -6.36 35.09 -40.43 -0.9448
H -5.85 35.43 -39.70 0.4771
H -7.20 34.83 -40.05 0.4676
```

For the LUMO energy, the calculation gives 2.0612 eV. Its HOMO-LUMO gap is 0.3551 Eh. Its multiplicity is 1. The net charge is -1.


--- Q ---
This record from OMol25 describes 15 unconnected molecules or ions with the total composition C4H28BO22. The level of theory is wB97M-V/def2-TZVPD.

```
55
Properties=species:S:1:pos:R:3:nbo_charge:R:1
O 15.86 -6.46 7.70 -0.5675
C 16.74 -5.87 8.33 0.6891
O 18.05 -5.86 8.20 -0.6565
B 18.67 -4.79 9.00 1.1697
O 17.55 -3.84 9.22 -0.6653
C 16.42 -4.48 8.99 0.6738
O 15.41 -3.99 9.27 -0.5465
O 19.90 -4.11 8.32 -0.6215
C 20.88 -4.25 9.10 0.6664
O 21.96 -3.71 9.02 -0.5980
C 20.51 -5.23 10.24 0.6808
O 19.24 -5.40 10.21 -0.6495
O 21.40 -5.64 10.98 -0.5763
O 26.77 -5.54 10.87 -0.9418
H 25.94 -5.90 10.57 0.4727
H 27.25 -5.34 10.06 0.4691
O 11.90 -9.26 8.23 -0.9392
H 12.36 -8.77 7.55 0.4724
H 12.58 -9.78 8.65 0.4668
O 12.00 -0.52 10.35 -0.9410
H 12.19 -0.09 9.52 0.4634
H 12.52 -1.32 10.33 0.4779
O 26.13 -4.89 6.33 -0.9471
H 25.21 -4.89 6.56 0.4747
H 26.17 -4.51 5.45 0.4724
O 16.38 -4.55 14.52 -0.9476
H 16.99 -4.22 13.86 0.4712
H 15.52 -4.31 14.19 0.4762
O 24.11 -7.35 14.52 -0.9416
H 24.43 -8.11 14.03 0.4638
H 23.72 -6.78 13.85 0.4777
O 22.13 1.06 10.28 -0.9379
H 22.58 0.23 10.44 0.4740
H 22.07 1.46 11.15 0.4641
O 22.13 -7.70 6.02 -0.9373
H 21.20 -7.89 5.92 0.4712
H 22.56 -8.56 5.94 0.4665
O 15.64 0.91 10.94 -0.9335
H 15.27 1.77 11.12 0.4618
H 15.14 0.59 10.19 0.4715
O 22.94 -3.93 4.20 -0.9454
H 22.10 -3.57 3.89 0.4681
H 22.69 -4.57 4.86 0.4772
O 16.56 -0.13 7.26 -0.9449
H 17.27 -0.46 7.80 0.4801
H 16.78 -0.41 6.37 0.4651
O 12.79 -4.04 14.00 -0.9390
H 12.75 -4.73 13.34 0.4718
H 12.16 -4.31 14.67 0.4677
O 25.85 -0.53 6.21 -0.9412
H 25.36 -1.14 6.76 0.4755
H 25.26 0.22 6.10 0.4658
O 12.61 -7.46 3.35 -0.9381
H 13.07 -8.20 3.75 0.4674
H 13.22 -6.73 3.46 0.4707
```

For the LUMO energy, the calculation gives 1.9913 eV. Its HOMO-LUMO gap is 0.3442 Eh. Its multiplicity is 1. The net charge is -1.


--- R ---
This record from OMol25 describes 15 unconnected molecules or ions with the total composition C4H28BO22. The level of theory is wB97M-V/def2-TZVPD.

```
55
Properties=species:S:1:pos:R:3:nbo_charge:R:1
O -9.62 18.34 13.06 -0.5745
C -9.07 18.09 12.02 0.6865
O -8.81 18.96 11.06 -0.6429
B -8.04 18.27 10.00 1.1881
O -7.72 16.94 10.54 -0.6429
C -8.38 16.77 11.66 0.7023
O -8.40 15.75 12.31 -0.6270
O -6.79 18.91 9.55 -0.6791
C -6.89 19.17 8.24 0.7068
O -5.96 19.51 7.56 -0.5616
C -8.28 18.79 7.76 0.6801
O -8.88 18.21 8.78 -0.6671
O -8.72 18.95 6.66 -0.5571
O -9.84 21.83 10.27 -0.9381
H -9.44 21.09 9.80 0.4722
H -9.12 22.19 10.80 0.4671
O -4.85 21.49 9.80 -0.9394
H -5.05 20.89 10.53 0.4782
H -3.97 21.24 9.50 0.4589
O -6.07 20.14 12.17 -0.9583
H -5.20 20.01 12.58 0.4777
H -6.70 19.96 12.88 0.4876
O -11.48 18.26 5.05 -0.9438
H -11.98 18.68 5.76 0.4644
H -10.75 17.82 5.51 0.4793
O -10.74 14.08 11.60 -0.9536
H -11.48 14.66 11.82 0.4632
H -9.96 14.56 11.89 0.4846
O -3.27 18.09 7.06 -0.9409
H -3.45 18.40 7.95 0.4829
H -3.09 18.89 6.55 0.4592
O -11.28 20.50 14.47 -0.9533
H -10.94 21.39 14.33 0.4592
H -10.73 19.94 13.91 0.4898
O -5.34 15.03 11.87 -0.9596
H -5.14 14.29 11.29 0.4733
H -6.25 15.27 11.65 0.4880
O -4.10 17.82 11.14 -0.9797
H -4.47 16.95 11.35 0.4928
H -4.86 18.40 11.04 0.4786
O -5.16 21.03 5.03 -0.9609
H -5.06 20.25 5.59 0.4939
H -4.65 20.83 4.24 0.4711
O -7.60 21.81 6.50 -0.9591
H -6.74 21.52 6.19 0.4887
H -8.20 21.63 5.77 0.4661
O -8.34 15.81 5.65 -0.9401
H -7.79 15.21 6.17 0.4654
H -8.60 16.50 6.27 0.4734
O -11.11 17.31 15.98 -0.9382
H -10.52 17.13 15.24 0.4776
H -11.99 17.12 15.65 0.4608
O -7.50 15.95 15.18 -0.9493
H -6.76 15.33 15.16 0.4665
H -8.10 15.63 14.50 0.4819
```

For the LUMO energy, the calculation gives 1.9216 eV. Its HOMO-LUMO gap is 0.3664 Eh. Its multiplicity is 1. The net charge is -1.


Stability check: which of them is most stable? R.


--- P ---
This record from OMol25 describes 2 unconnected molecules or ions with the total composition ClH3N2O2S. The level of theory is wB97M-V/def2-TZVPD.

```
9
Properties=species:S:1:pos:R:3:nbo_charge:R:1
N -0.39 -1.36 -0.54 -0.3843
N -0.64 -0.99 0.64 -0.2507
O 0.24 1.16 -1.09 -0.9440
O -0.10 2.52 0.89 -0.8905
S 0.31 1.27 0.36 1.7282
Cl 2.44 0.90 1.00 -0.4001
H -0.88 -1.16 -1.35 0.3920
H 0.42 -1.93 -0.65 0.3960
H -1.39 -0.41 0.74 0.3533
```

For the LUMO energy (spin up / spin down), the calculation gives -1.9347 / -1.9340 eV. Its HOMO-LUMO gap (spin up / spin down) is 0.2682 / 0.2683 Eh. Its multiplicity is 1. The net charge is 0.


--- Q ---
This record from OMol25 describes a molecular structure, ClH3N2O2S. The level of theory is wB97M-V/def2-TZVPD.

```
9
Properties=species:S:1:pos:R:3:nbo_charge:R:1
N 0.01 -0.62 -0.47 -0.6143
N -0.42 -0.72 0.78 -0.4821
O 1.01 -1.24 2.86 -0.8767
O 1.30 -2.45 0.72 -0.8905
S 1.02 -1.24 1.44 2.1752
Cl 2.56 -0.01 0.92 -0.2256
H 0.92 -0.26 -0.59 0.3674
H -0.73 -0.44 -1.24 0.3956
H -0.57 0.84 1.50 0.1511
```

For the LUMO energy (spin up / spin down), the calculation gives -0.9719 / -1.1224 eV. Its HOMO-LUMO gap (spin up / spin down) is 0.3232 / 0.3182 Eh. Its multiplicity is 1. The net charge is 0.


Stability check: which of them is most stable? P.


--- P ---
This record from OMol25 describes a gas-phase ion, C6H9N2S (charge +1). The level of theory is wB97M-V/def2-TZVPD.

```
18
Properties=species:S:1:pos:R:3:nbo_charge:R:1
C 0.68 -0.77 1.99 -0.1177
C -0.59 -1.21 1.87 -0.3102
C 1.40 0.58 0.08 0.6927
C -1.54 -0.27 -0.65 0.1436
C 2.14 1.38 -0.83 -0.7624
C -2.54 -0.20 -1.73 -0.6734
N -0.37 0.27 -0.80 -0.4707
N 1.54 0.01 1.21 -0.4936
S -1.99 -1.17 0.84 0.3694
H 1.18 -1.08 2.90 0.2373
H -0.90 -1.81 2.72 0.2666
H 3.03 1.82 -0.39 0.2715
H 1.48 2.15 -1.24 0.3126
H 2.42 0.76 -1.69 0.3103
H -3.47 0.21 -1.33 0.2582
H -2.74 -1.21 -2.09 0.2614
H -2.18 0.42 -2.54 0.2661
H 2.45 0.12 1.68 0.4383
```

For the LUMO energy, the calculation gives -4.9732 eV. Its HOMO-LUMO gap is 0.2891 Eh. Its multiplicity is 1. The net charge is +1.


--- Q ---
This record from OMol25 describes a gas-phase ion, C6H9N2S (charge +1). The level of theory is wB97M-V/def2-TZVPD.

```
18
Properties=species:S:1:pos:R:3:nbo_charge:R:1
C -1.80 -1.53 0.08 -0.0184
C -2.88 -0.70 0.04 -0.4118
C -0.56 0.46 -0.17 0.4503
C 0.72 -1.44 -0.15 -0.2094
C 1.56 -0.18 0.24 -0.2190
C 1.17 2.35 -0.11 -0.3882
N -0.65 -0.88 -0.09 -0.3666
N 0.62 0.93 0.07 -0.3888
S -2.50 0.99 0.01 0.4141
H -1.80 -2.54 0.40 0.2526
H -3.85 -1.04 -0.11 0.2686
H 1.02 -1.77 -1.18 0.2327
H 0.79 -2.16 0.58 0.2283
H 1.85 -0.25 1.27 0.2236
H 2.40 -0.06 -0.43 0.2322
H 2.14 2.18 0.35 0.2278
H 1.24 2.62 -1.22 0.2358
H 0.50 3.03 0.41 0.2361
```

For the LUMO energy, the calculation gives -3.9461 eV. Its HOMO-LUMO gap is 0.3120 Eh. Its multiplicity is 1. The net charge is +1.


Stability check: which of them is most stable? Q.